A molecular structure, C29H31CeCl4F3N5O2SSi. Source: OMol25; level of theory: ωB97M-V/def2-TZVPD.

Calculated values
lowest unoccupied orbital energy = 0.0534 Ha
largest force on an atom = 2.868 eV/A
energy above the lowest of the compared OMol25 structures with the same formula, charge and spin = 108.8 kJ/mol
orbital gap = 6.86 eV
E_tot = -4851.31931 Ha

Structure (ORCA input):
```
! RIJCOSX wB97M-V def2-TZVPD def2/J DEFGRID3
* xyz -1 1
Ce -0.9283 -0.0235 0.0146
Cl -2.1446 -6.9150 -1.5082
C -2.3175 -5.2976 -1.1579
C -3.5254 -4.7862 -0.7222
Cl -4.9440 -5.7683 -0.7671
C -3.6752 -3.4237 -0.4229
Cl -5.1719 -2.6896 -0.0037
C -2.5940 -2.6115 -0.4938
O -2.7095 -1.2652 -0.3120
C -1.3220 -3.0379 -0.9751
O -0.4156 -2.1005 -1.1136
C -1.2709 -4.3795 -1.2857
Cl 0.3357 -4.9089 -1.8633
C 1.1835 3.4150 -0.7189
C 0.9523 3.0741 0.7002
C 1.4891 3.8564 1.7766
C 1.1345 3.5016 3.0845
C 0.2352 2.4936 3.2713
C -0.2947 1.7500 2.1844
N 0.2429 1.9832 0.9611
N -1.1347 0.7388 2.3100
Si -2.3150 0.6492 3.5870
C -3.5271 2.1658 3.6460
C -3.4002 -0.8143 3.2528
C -1.4627 0.5757 5.2538
H 0.2580 3.5077 -1.2607
H 1.7206 2.6338 -1.1894
H 1.7912 4.2982 -0.7763
H 2.1987 4.6401 1.5128
H 1.6350 3.9906 3.9386
H -0.0099 2.2209 4.2970
H -3.1569 3.0764 4.1345
H -4.3531 1.8359 4.2320
H -3.7945 2.2849 2.6113
H -3.7171 -0.9727 2.2117
H -4.2950 -0.7030 3.8664
H -3.0817 -1.8048 3.5925
H -2.1761 0.1492 5.9443
H -1.0594 1.4859 5.6254
H -0.6337 -0.1308 5.1639
N -0.6038 -2.0924 1.9310
C 0.5536 -2.9925 1.9696
C 1.6851 -2.4595 2.8379
C 2.0109 -0.9863 2.6992
C 2.5145 -0.5223 1.3538
N 1.4969 -0.6843 0.2357
H -0.9093 -1.7829 2.8647
H -1.4105 -2.6617 1.5535
H 0.8676 -3.2413 0.9494
H 0.3271 -3.9078 2.4792
H 2.5908 -3.1213 2.6142
H 1.4259 -2.4703 3.9483
H 2.8096 -0.7807 3.3956
H 1.1081 -0.3549 2.8826
H 3.3681 -1.2167 1.1208
H 2.9101 0.4842 1.2744
H 1.4776 -1.6810 -0.0706
H 1.7738 -0.1772 -0.6323
S -3.5829 4.1983 -1.3359
C -2.9477 2.7759 -0.8633
N -2.4298 1.7681 -0.5015
F 3.3852 0.7665 -8.8239
C 4.0420 1.3633 -7.7987
F 5.2986 0.8565 -7.6804
F 4.1961 2.6185 -8.2311
C 3.2391 1.3235 -6.5987
C 3.7230 0.8775 -5.3870
C 2.8988 0.8351 -4.2888
C 1.4969 1.1141 -4.3863
C 0.9869 1.4802 -5.6478
C 1.8534 1.5790 -6.6946
C 0.5772 0.9905 -3.2341
C -0.0400 0.8250 -2.1782
H 4.7907 0.5825 -5.3330
H 3.4284 0.4154 -3.4506
H -0.0151 1.8436 -5.8909
H 1.3576 1.7411 -7.6841
*
```

Atomic partial charges in e from the Löwdin method, atoms 1 to 2: number 1, Ce, carries 1.1551; number 2, Cl, carries 0.7115